Molecular formula: C2H3N3O2
Method: DFT, ωB97M-V with the def2-TZVPD basis set

Each line ends with the Mulliken charge.
Positions of all 10 atoms, in Å:
1 N 1.323 1.172 -0.431  -0.438
2 C 0.315 0.417 0.109  0.424
3 N -0.111 0.582 1.318  -0.410
4 O -1.014 -0.482 1.534  -0.137
5 C -1.139 -1.250 0.422  0.506
6 O -1.821 -2.233 0.325  -0.553
7 N -0.274 -0.655 -0.508  -0.086
8 H 1.332 1.352 -1.423  0.235
9 H 1.538 1.980 0.137  0.266
10 H -0.162 -0.919 -1.475  0.193

Output
net charge: 0
gap between HOMO and LUMO: 9.7077 eV
relative energy (zero: lowest compared OMol25 entry of this formula, charge and spin): 1.045 eV
SMILES: Nc1noc(=O)[nH]1
LUMO: 0.38 eV
calculated total energy: -10687.4115 eV
HOMO level: -9.33 eV

=====

Molecular formula: C2H3N3O2
Method: DFT, ωB97M-V with the def2-TZVPD basis set

Each line ends with the Mulliken charge.
Positions of all 10 atoms, in Å:
1 N -1.830 0.042 0.055  -0.405
2 C -0.476 -0.126 0.027  0.530
3 N 0.045 -1.395 0.387  -0.152
4 O 1.231 -1.345 0.754  -0.185
5 C 2.225 0.015 -0.110  0.204
6 O 2.893 0.754 0.484  -0.297
7 N 0.414 0.685 -0.409  -0.332
8 H -2.271 0.576 -0.680  0.226
9 H -2.386 -0.715 0.425  0.234
10 H 0.155 1.509 -0.932  0.176

Output
net charge: 0
gap between HOMO and LUMO (spin up / spin down): 7.5557 / 7.7509 eV
relative energy (zero: lowest compared OMol25 entry of this formula, charge and spin): 5.094 eV
LUMO (spin up / spin down): -1.04 / -0.77 eV
calculated total energy: -10683.3625 eV
HOMO level (spin up / spin down): -8.59 / -8.52 eV

=====

> The lowest relative energy (zero: lowest compared OMol25 entry of this formula, charge and spin) belongs to which entry?

number 1